Entry 1:
Entry from OMol25: a cluster of 2 separate species, C2H5NO3 in total in a non-equilibrium geometry (ωB97M-V/def2-TZVPD).

```
11
Properties=species:S:1:pos:R:3:forces:R:3:mulliken_spin:R:1
C 1.545 -0.072 -0.624 -0.2043 -0.1776 -0.6174 -0.006
N 1.285 -1.116 0.076 0.3679 -0.1742 1.2970 0.032
O 2.489 -0.032 -1.461 0.2333 0.4770 -0.0284 0.917
H 0.881 0.801 -0.583 0.0980 0.0499 -0.0916 0.048
H 2.032 -1.799 0.225 -0.5035 -0.1503 -0.2230 0.004
H 0.542 -1.037 0.776 -0.1352 -0.0769 -0.0986 -0.002
O -1.338 0.147 1.718 0.2110 -0.0320 -0.1213 0.002
C -1.851 0.666 0.775 -0.4394 0.4339 0.1120 -0.001
O -1.466 0.278 -0.458 1.3051 -1.0276 -0.4524 0.006
H -2.668 1.401 0.844 0.1927 -0.0686 -0.1871 0.001
H -1.453 0.765 -1.288 -1.1257 0.7463 0.4108 -0.001
```
Forces are in eV/Å.

## Properties
2S+1   2
Energy   -359.32887 hartree
Total charge   +1
Highest occupied orbital energy (alpha / beta)   -15.4 / -15.4 eV

Entry 2:
Entry from OMol25: a structure of composition C24H43IrN2P3SSe in a non-equilibrium geometry (ωB97M-V/def2-TZVPD).

```
75
Properties=species:S:1:pos:R:3:forces:R:3:mulliken_spin:R:1
Ir -0.075 0.194 -0.547 -0.3761 2.2781 -0.5689 1.890
P 0.202 -0.050 1.637 0.1762 0.6290 3.2590 0.106
P 2.112 0.478 -0.947 1.7565 0.3579 -1.0673 0.177
P -2.005 -0.882 -0.508 -2.1536 -1.2359 -0.6934 0.239
H 0.852 -2.073 -5.951 -0.4147 0.4608 0.4600 0.000
C -0.002 -1.397 -5.772 -0.2663 0.2460 -0.6029 0.002
C -0.568 -1.053 -4.610 0.3767 -0.5054 -1.3617 -0.057
H -0.234 -1.444 -3.649 -0.0524 0.2340 -0.1526 0.085
C 0.804 -1.678 2.247 0.0373 -0.1231 -0.2776 0.086
C 1.395 1.098 2.447 -0.1791 -0.1550 0.2852 0.047
C -1.233 0.157 2.789 0.2772 -0.0104 0.1308 0.041
C 2.591 0.269 -2.687 0.3373 0.0484 0.0599 0.098
C 2.595 2.218 -0.574 -0.1318 -0.1141 0.0634 0.054
C 3.305 -0.539 -0.048 0.1763 -0.0788 -0.0464 0.020
C -2.608 -1.322 -2.157 -0.3869 -0.2903 0.0590 0.058
C -3.318 0.227 0.135 0.0508 0.0113 0.0620 0.047
C -2.152 -2.437 0.425 -0.1136 -0.0003 -0.0865 0.042
H -0.442 -0.985 -6.702 0.3911 -0.3366 0.6269 0.001
H -1.442 -0.406 -4.699 0.1714 -0.2340 0.4855 -0.004
H 0.856 -1.641 3.344 0.0427 0.0073 -0.3057 0.006
H 1.796 -1.916 1.841 -0.2424 0.0901 0.1668 -0.024
H 0.106 -2.474 1.962 0.1117 0.1818 0.0914 -0.011
H 1.435 0.837 3.515 0.0629 0.1124 -0.2411 0.001
H 1.033 2.131 2.360 0.1474 -0.2538 -0.0185 -0.003
H 2.406 1.029 2.033 -0.3178 0.0478 0.1735 -0.006
H -0.860 0.010 3.814 -0.1350 0.0065 -0.2898 0.005
H -2.026 -0.575 2.600 0.2255 0.2266 0.1157 -0.002
H -1.652 1.168 2.734 0.0367 -0.3217 0.0062 0.002
H 3.606 0.671 -2.798 -0.1263 -0.1628 -0.2041 0.008
H 1.907 0.808 -3.355 0.3436 -0.1722 0.2672 -0.015
H 2.586 -0.799 -2.936 0.0373 0.2294 -0.0319 -0.031
H 3.658 2.320 -0.817 -0.0949 -0.0086 0.0344 0.008
H 2.443 2.460 0.483 0.0306 -0.0380 -0.3128 -0.005
H 2.023 2.932 -1.179 0.0755 -0.2507 0.0651 -0.001
H 4.298 -0.162 -0.312 0.0005 -0.2285 0.0814 0.002
H 3.199 -1.583 -0.368 0.1414 0.2777 0.0347 0.004
H 3.184 -0.487 1.036 0.0721 0.0188 -0.2779 0.004
H -3.537 -1.893 -2.042 0.0275 0.1449 -0.1952 0.002
H -1.872 -1.944 -2.674 -0.2846 0.1043 0.1703 -0.017
H -2.806 -0.415 -2.744 0.0664 -0.2481 0.1620 -0.002
H -4.273 -0.310 0.075 0.1319 0.0769 -0.0074 0.006
H -3.376 1.133 -0.481 0.0492 -0.2393 0.0880 -0.002
H -3.143 0.523 1.175 -0.0642 -0.0894 -0.3611 0.000
H -3.084 -2.909 0.091 0.1612 -0.0430 0.2168 0.004
H -2.200 -2.267 1.506 0.0218 -0.1278 -0.3071 0.004
H -1.309 -3.095 0.182 -0.2167 0.0903 0.0431 -0.012
C 1.111 -4.801 -1.562 0.3885 0.2798 0.2966 0.202
C 0.942 -3.941 -2.662 0.2791 0.2075 -1.1603 -0.027
C 0.338 -4.409 -3.838 0.5626 0.5100 1.1514 0.053
C -0.102 -5.743 -3.917 0.0373 0.0383 0.3426 0.165
C 0.021 -6.581 -2.801 0.3422 -0.1002 0.7241 -0.004
C 0.629 -6.119 -1.629 -0.6747 -0.8395 -0.2100 0.057
Se 2.143 -4.272 -0.035 -0.9906 0.0711 -0.9365 0.519
H 1.014 -4.467 0.905 0.3672 -0.5385 0.0349 0.007
H 1.335 -2.920 -2.598 -0.2292 -0.3612 -0.1336 0.035
H 0.223 -3.738 -4.680 -0.0432 -0.1144 0.0784 0.018
H -0.536 -6.118 -4.840 0.0434 0.0364 0.1670 0.000
H -0.339 -7.608 -2.847 0.1519 0.2399 0.0070 0.003
H 0.784 -6.774 -0.769 -0.2261 0.0255 -0.3476 -0.009
N -0.318 1.572 -3.384 -0.4862 0.7455 0.1182 0.018
C -0.658 2.486 -2.462 0.4859 0.4088 -0.1948 -0.028
N -0.687 2.192 -1.163 -0.1489 -0.5317 0.6802 -0.012
C -0.948 3.343 -0.373 0.2740 0.9280 -0.9519 -0.019
C -1.015 3.453 1.010 0.0212 -0.2222 0.1886 0.001
C -1.104 4.720 1.605 -0.0169 -0.3839 -0.5069 -0.008
C -1.157 5.871 0.810 -0.0657 0.1017 0.0196 0.018
C -1.144 5.781 -0.583 -0.0646 -0.4909 -0.1105 -0.002
C -1.037 4.516 -1.166 0.0523 0.0184 0.9721 0.010
S -0.884 4.170 -2.877 -0.0436 -0.8189 0.4303 0.016
H -0.385 1.807 -4.366 0.0513 -0.2151 0.1102 -0.011
H -0.231 0.605 -3.089 -0.0973 0.1331 -0.2090 0.111
H -0.992 2.532 1.602 0.0279 0.6119 -0.2027 0.032
H -1.133 4.800 2.688 -0.0254 0.0250 -0.1988 0.000
H -1.216 6.853 1.291 0.0023 -0.4035 -0.2444 0.000
H -1.215 6.650 -1.231 0.0449 0.0264 0.2874 0.000
```
Forces are in eV/Å.

## Properties
2S+1   5
Energy   -4976.80676 hartree
Total charge   +3
Highest occupied orbital energy (alpha / beta)   -15.0 / -16.0 eV

Entry 3:
Entry from OMol25: an isolated molecule of C3H5NO2 (ωB97M-V/def2-TZVPD).

```
11
Properties=species:S:1:pos:R:3:forces:R:3:mulliken_charge:R:1
C -1.075 1.374 -0.221 -0.0335 0.1219 0.1797 -0.766
N 0.178 0.632 -0.062 0.2707 -0.5004 0.2374 -0.262
C 0.144 -0.723 0.191 -0.4649 -0.1948 0.0653 0.589
O -0.869 -1.351 0.438 0.2672 0.0801 -0.3429 -0.528
C 1.390 -1.649 0.030 0.0695 0.0829 -0.2898 -0.051
O 1.998 -1.780 -1.003 -0.4209 0.4066 0.7254 -0.424
H -1.915 0.701 -0.422 0.3983 0.0806 0.0875 0.306
H -1.279 1.926 0.697 -0.2508 0.0257 -0.0257 0.283
H -0.982 2.096 -1.043 0.0500 -0.2607 0.1752 0.268
H 0.872 1.112 0.504 0.1733 -0.0663 -0.6543 0.276
H 1.538 -2.338 0.890 -0.0588 0.2246 -0.1578 0.308
```
Forces are in eV/Å.

## Properties
Energy   -322.52426 hartree
SMILES string   CNC(=O)C=O
Highest occupied orbital energy   -9.9 eV

Entry 4:
Entry from OMol25: an isolated molecule of C5H8O3S2 in a non-equilibrium geometry (ωB97M-V/def2-TZVPD).

```
18
Properties=species:S:1:pos:R:3:forces:R:3:mulliken_charge:R:1
C 1.305 -0.068 0.222 -0.1962 0.4342 0.2900 0.531
C 0.855 -1.292 0.523 -0.3742 0.0664 -0.7344 0.277
C -1.366 0.298 0.014 -0.3169 -0.8085 0.2718 0.643
C 2.693 0.235 -0.237 0.6140 0.2020 2.7551 -1.349
C -2.484 0.723 0.997 0.1373 1.0404 -1.7899 -1.069
O -0.989 -2.129 -1.032 -0.3738 -0.3907 0.0302 -0.664
O 1.692 -2.370 0.564 0.0239 0.2617 0.7357 -0.530
O -1.812 0.377 -1.280 0.6913 -1.2605 -0.9292 -0.530
S 0.199 1.277 0.277 -0.6181 -0.1405 -0.1918 -0.282
S -0.981 -1.571 0.361 1.7189 0.7371 -0.7170 0.310
H 2.738 0.369 -1.251 -0.3301 1.1135 -2.6663 0.342
H 3.186 -0.683 -0.158 1.2059 -1.4391 0.5583 0.437
H 3.330 1.002 0.299 -1.2087 -0.6706 -0.4732 0.289
H -2.771 -0.083 1.671 0.0437 0.2662 0.0814 0.306
H -3.376 1.067 0.357 1.3144 -0.4523 1.1948 0.277
H -1.959 1.556 1.470 -1.1480 0.0397 0.7476 0.309
H 1.490 -3.086 -0.039 -0.5582 -0.0243 -0.4312 0.351
H -1.372 -0.343 -1.855 -0.6251 1.0251 1.2681 0.353
```
Forces are in eV/Å.

## Properties
Energy   -1217.33128 hartree
Highest occupied orbital energy   -8.5 eV

Entry 5:
Entry from OMol25: the ion C2H6N3O2 with charge +1 in a non-equilibrium geometry (ωB97M-V/def2-TZVPD).

```
13
Properties=species:S:1:pos:R:3:forces:R:3:mulliken_charge:R:1
C -0.300 0.209 -0.135 6.7287 0.3182 -0.1446 0.008
C 1.002 -0.390 0.251 -5.7098 2.6552 -1.4780 -0.579
N -1.397 -0.469 -0.075 -0.4669 -5.0030 1.7873 -0.251
N -2.733 0.042 -0.108 2.6450 1.6662 -0.0419 1.101
N 2.229 0.295 0.037 1.0011 1.1194 -4.2319 -0.305
O -2.688 1.212 -0.414 -1.5958 -0.2599 -0.0644 -0.558
O -3.568 -0.719 0.208 -1.1011 -0.2674 -0.0624 -0.521
H -0.361 1.162 -0.670 0.1519 -0.0667 0.4913 0.355
H 1.091 -1.282 0.778 -0.0147 -1.3512 0.6937 0.315
H -1.222 -1.431 0.344 -1.4923 1.4350 -0.7420 0.300
H 3.033 -0.262 0.156 1.0880 -1.9670 0.3502 0.364
H 2.486 1.031 0.636 -0.3360 1.9858 1.0938 0.342
H 2.428 0.602 -1.008 -0.8979 -0.2646 2.3489 0.429
```
Forces are in eV/Å.

## Properties
Energy   -394.10304 hartree
Total charge   +1
SMILES string   [NH3+]/C=C/N[N+](=O)[O-]
Highest occupied orbital energy   -13.6 eV

Entry 6:
Entry from OMol25: a structure of composition CH4BClS in a non-equilibrium geometry (ωB97M-V/def2-TZVPD).

```
8
Properties=species:S:1:pos:R:3:forces:R:3:mulliken_charge:R:1
B -0.304 -0.370 1.605 -1.2489 0.0926 -0.4480 0.231
C 0.055 0.583 -1.458 0.3919 0.2523 4.2635 -0.282
S 0.178 1.388 -0.013 -0.5915 -1.4186 -2.2722 -0.060
Cl -1.630 0.484 2.444 -0.2546 0.1798 0.2787 -0.251
H 0.744 -0.112 1.950 1.3572 -0.2924 0.8120 -0.063
H -0.694 -1.391 1.100 0.5020 0.3847 -0.3276 -0.095
H 0.009 -0.484 -1.441 -0.2036 -0.5987 -0.0332 0.220
H 0.067 1.044 -2.369 0.0476 1.4004 -2.2732 0.301
```
Forces are in eV/Å.

## Properties
Energy   -923.68879 hartree
Highest occupied orbital energy   -9.7 eV